A cluster of 2 separate species, C16H27INO8PS2 in total in a non-equilibrium geometry. Source: OMol25; level of theory: ωB97M-V/def2-TZVPD.

Last column: Löwdin charge in e.
Geometry (Å):
C -2.756 -0.480 -1.764  -0.06
C -2.054 -1.472 -2.656  -0.34
C -1.062 -0.873 -3.596  -0.68
I -0.765 -2.269 -5.229  0.97
C 0.329 -0.552 -3.003  -0.70
S 1.001 -1.914 -2.037  1.08
C 1.879 -1.245 -0.586  -0.28
C 1.484 -2.160 0.526  -0.70
O 1.288 -3.218 0.276  0.20
O 1.431 -1.720 1.770  0.04
C 0.102 -1.982 2.348  -0.05
C -0.340 -1.017 3.371  -0.28
C 0.739 -0.641 4.350  0.01
O -1.025 0.154 2.869  0.09
C -0.388 0.815 2.003  -0.73
O -0.571 0.696 0.889  0.17
C 0.567 1.826 2.471  -0.45
S -0.253 3.275 3.170  0.78
C 0.201 0.777 -2.384  -0.08
N 1.088 1.603 -2.713  -0.15
P 0.989 3.266 -2.060  0.95
C 2.684 3.663 -1.549  -0.21
O 0.804 4.197 -3.366  -0.26
C 2.081 0.986 -3.609  -0.11
C 1.294 -0.169 -4.145  -0.23
H -3.280 -1.038 -1.035  0.09
H -3.492 0.069 -2.293  0.08
H -2.108 0.157 -1.222  0.04
H -2.806 -1.925 -3.245  0.07
H -1.650 -2.246 -2.051  0.08
H -1.489 -0.003 -4.022  0.09
H 1.690 -0.220 -0.387  0.07
H 2.917 -1.408 -0.729  0.08
H -0.638 -2.093 1.595  0.14
H 0.145 -2.906 2.858  0.14
H -1.055 -1.543 3.919  0.11
H 1.720 -0.795 3.961  0.08
H 0.645 -1.281 5.181  0.09
H 0.602 0.365 4.661  0.08
H 1.108 2.153 1.627  0.05
H 1.270 1.474 3.185  0.06
H -1.161 3.539 2.234  -0.14
H -0.543 1.148 -1.741  0.10
H 2.620 4.324 -0.729  0.03
H 3.222 4.069 -2.367  0.04
H 3.158 2.755 -1.267  0.03
H 0.407 3.719 -4.097  0.06
H 2.866 0.714 -2.955  0.12
H 2.369 1.635 -4.392  0.13
H 2.017 -0.889 -4.406  0.10
H 0.772 0.261 -4.955  0.09
C -3.659 -2.754 5.418  -0.84
O -3.079 -2.561 4.312  -0.11
O -3.821 -1.543 6.155  -0.01
O -4.080 -3.771 5.924  -0.01
H -3.412 -0.953 5.516  0.05

Highest occupied orbital energy = -6.244 eV
Multiplicity = 1
HOMO-LUMO gap = 3.74 eV
E = -73955.1994 eV

***

The molecule C18H15N3O in a non-equilibrium geometry. Source: OMol25; level of theory: ωB97M-V/def2-TZVPD.

Last column: Löwdin charge in e.
Geometry (Å):
N 4.301 -0.570 0.781  0.17
C 3.375 0.077 0.571  -0.18
C 2.247 0.866 0.341  -0.21
C 1.227 1.198 1.215  -0.26
N 0.998 0.907 2.523  0.07
H 0.076 1.185 2.831  0.14
C 1.472 -0.370 3.033  -0.13
C 1.010 -1.548 2.204  -0.23
C 1.876 -2.601 1.942  -0.05
C 1.468 -3.666 1.159  -0.07
C 0.193 -3.686 0.620  -0.09
C -0.677 -2.641 0.878  -0.08
C -0.272 -1.581 1.669  -0.04
H -0.966 -0.773 1.862  0.11
H -1.673 -2.646 0.460  0.10
H -0.122 -4.511 0.000  0.10
H 2.153 -4.476 0.959  0.10
H 2.879 -2.577 2.340  0.11
H 2.565 -0.344 3.049  0.12
H 1.118 -0.461 4.063  0.13
O 0.360 1.995 0.557  0.16
C 0.878 2.118 -0.704  -0.34
N 1.974 1.472 -0.870  0.20
C 0.100 2.859 -1.727  -0.05
C -1.147 2.065 -2.043  -0.23
C -1.027 0.757 -2.499  -0.04
C -2.155 0.000 -2.757  -0.08
C -3.415 0.542 -2.564  -0.09
C -3.540 1.843 -2.112  -0.09
C -2.411 2.600 -1.848  -0.04
H -2.515 3.615 -1.489  0.11
H -4.520 2.272 -1.959  0.10
H -4.296 -0.049 -2.765  0.10
H -2.050 -1.016 -3.109  0.10
H -0.042 0.337 -2.646  0.12
H -0.167 3.848 -1.350  0.12
H 0.727 2.962 -2.613  0.13

Energy relative to the best compared isomer or geometry (same formula, charge and spin) = 9.44 kcal/mol
Highest occupied orbital energy = -8.292 eV
Multiplicity = 1
HOMO-LUMO gap = 8.90 eV
E = -25427.0474 eV

***

A structure of composition C27H16Cl5N4O4RuS in a non-equilibrium geometry. Source: OMol25; level of theory: ωB97M-V/def2-TZVPD.

Last column: Löwdin charge in e.
Geometry (Å):
Ru -0.046 0.890 -0.576  1.46
C -3.220 -0.639 -3.060  0.01
C -2.333 0.164 -2.174  -0.21
N -1.155 -0.278 -1.776  -0.11
N -0.650 -1.424 -2.127  0.10
C 0.633 -1.586 -1.768  -0.41
O 1.297 -0.613 -1.314  -0.07
C 1.218 -2.913 -1.928  -0.16
C 0.511 -3.932 -2.574  -0.01
C 1.060 -5.194 -2.666  -0.06
C 2.307 -5.460 -2.111  -0.05
C 3.011 -4.448 -1.473  -0.05
C 2.475 -3.179 -1.372  -0.01
C -2.641 1.486 -1.705  -0.19
C -3.859 2.142 -1.938  0.03
C -4.034 3.432 -1.489  0.00
C -2.993 4.054 -0.797  0.00
C -1.826 3.352 -0.570  -0.09
N -1.640 2.108 -1.013  -0.05
H -2.686 -1.530 -3.385  0.08
H -3.524 -0.054 -3.928  0.10
H -4.122 -0.947 -2.530  0.10
H -0.462 -3.723 -2.989  0.11
H 0.511 -5.983 -3.151  0.11
H 2.728 -6.454 -2.167  0.11
H 3.973 -4.656 -1.033  0.11
H 2.997 -2.398 -0.843  0.11
H -4.643 1.623 -2.463  0.12
H -4.964 3.954 -1.657  0.13
H -3.096 5.064 -0.436  0.12
H -1.013 3.780 0.006  0.13
Cl 2.083 1.594 2.380  0.85
C 2.141 2.606 1.004  -0.64
C 1.408 2.279 -0.144  -0.28
C 1.658 3.052 -1.282  -0.69
Cl 0.881 2.505 -2.727  0.78
C 2.462 4.180 -1.295  -0.71
Cl 2.670 5.107 -2.713  0.74
C 3.099 4.551 -0.096  -0.70
Cl 4.071 5.944 -0.051  0.75
C 2.954 3.748 1.040  -0.70
Cl 3.766 4.162 2.486  0.73
O 2.360 -1.461 1.558  -0.28
S 0.952 -1.676 1.658  0.67
O 0.402 -2.819 0.995  -0.25
N 0.137 -0.322 1.118  -0.18
C -0.508 0.347 2.081  -0.60
O -1.106 1.390 1.801  0.03
C -0.415 -0.320 3.392  -0.16
C -0.995 0.082 4.585  0.02
C -0.821 -0.721 5.703  -0.04
C -0.094 -1.902 5.626  -0.04
C 0.506 -2.295 4.432  -0.01
C 0.343 -1.486 3.335  -0.19
H -1.581 0.988 4.620  0.13
H -1.273 -0.438 6.640  0.11
H 0.008 -2.524 6.500  0.12
H 1.079 -3.206 4.363  0.13

Energy relative to the best compared isomer or geometry (same formula, charge and spin) = 34.95 kcal/mol
Highest occupied orbital energy (spin up / spin down) = -11.198 / -11.216 eV
Total charge = +1
Multiplicity = 1
HOMO-LUMO gap (spin up / spin down) = 5.12 / 5.10 eV
E = -118429.7587 eV

***

A cluster of 2 separate species, CH3IS3 in total in a non-equilibrium geometry. Source: OMol25; level of theory: ωB97M-V/def2-TZVPD.

Last column: Löwdin charge in e.
Geometry (Å):
C 1.124 -0.671 -0.362  -0.36
S -0.164 0.408 -1.257  0.21
S -0.129 2.124 -0.402  0.12
S -2.276 1.333 1.905  -0.34
I -2.653 -0.630 0.729  0.31
H 1.058 -1.683 -0.713  0.03
H 0.940 -0.529 0.664  0.01
H 2.100 -0.351 -0.563  0.01

Energy relative to the best compared isomer or geometry (same formula, charge and spin) = 38.04 kcal/mol
Highest occupied orbital energy (spin up / spin down) = -8.415 / -8.367 eV
Multiplicity = 1
HOMO-LUMO gap (spin up / spin down) = 5.92 / 5.77 eV
E = -41690.4932 eV

***

A structure of composition C18H21N5O5PdS2 in a non-equilibrium geometry. Source: OMol25; level of theory: ωB97M-V/def2-TZVPD.

Last column: Mulliken spin population.
Geometry (Å):
Pd 0.613 -1.585 0.603  1.33
C -3.694 -1.692 -2.142  0.00
N -3.077 -0.547 -1.493  0.01
C -3.328 0.779 -1.800  0.00
C -2.605 1.531 -0.958  0.00
N -1.921 0.657 -0.114  0.01
C -2.215 -0.629 -0.467  0.01
S -1.715 -2.133 0.190  0.14
C -1.129 1.132 0.986  0.00
C -1.215 2.468 1.340  0.00
C -0.458 2.907 2.409  0.00
C 0.311 1.999 3.117  0.00
C 0.328 0.689 2.692  0.00
N -0.365 0.258 1.628  0.07
H -4.406 -1.319 -2.873  0.00
H -4.209 -2.307 -1.408  0.00
H -2.937 -2.298 -2.636  0.00
H -3.974 1.066 -2.610  0.00
H -2.442 2.600 -0.950  0.00
H -1.795 3.176 0.772  0.00
H -0.468 3.957 2.663  0.00
H 0.908 2.299 3.966  0.00
H 0.939 -0.051 3.186  0.00
N 1.246 -3.810 0.407  0.13
C 2.113 -4.254 1.527  -0.01
C 1.915 -3.361 2.752  0.02
C 2.806 -2.129 2.581  -0.01
O 3.850 -2.049 3.197  0.01
O 2.400 -1.252 1.705  0.10
H 0.321 -4.219 0.492  -0.01
H 1.629 -4.124 -0.476  -0.01
H 3.145 -4.164 1.190  0.00
H 1.937 -5.305 1.764  0.01
H 2.196 -3.881 3.664  0.00
H 0.859 -3.075 2.822  -0.02
N 1.438 -1.328 -1.496  0.18
C 1.274 0.100 -1.607  0.01
C 0.393 0.586 -2.566  0.01
C 0.087 1.933 -2.593  -0.01
C 0.635 2.794 -1.649  0.02
C 1.583 2.315 -0.754  -0.01
C 1.920 0.967 -0.734  0.02
S 0.016 4.476 -1.547  0.00
O 0.533 5.153 -2.711  0.00
O -1.439 4.266 -1.577  0.00
O 0.495 4.949 -0.259  0.00
H 1.142 -1.784 -2.348  -0.01
H 2.387 -1.584 -1.243  -0.01
H -0.075 -0.098 -3.268  0.00
H -0.615 2.326 -3.317  0.00
H 2.020 3.004 -0.042  0.00
H 2.643 0.590 -0.018  0.00

Highest occupied orbital energy (spin up / spin down) = -8.449 / -8.447 eV
Multiplicity = 3
HOMO-LUMO gap (spin up / spin down) = 8.04 / 6.27 eV
E = -61845.3140 eV

***

The molecule C7H12. Source: OMol25; level of theory: ωB97M-V/def2-TZVPD.

Last column: Löwdin charge in e.
Geometry (Å):
C -1.820 0.242 0.556  -0.07
C -0.948 -0.533 -0.438  -0.37
C -0.230 0.292 -1.479  -0.17
C 0.311 1.487 -1.272  -0.01
C 1.646 0.416 1.161  -0.01
C 1.485 -0.753 0.553  -0.19
C 0.167 -1.407 0.230  -0.17
H -2.589 0.820 0.030  0.08
H -2.331 -0.457 1.229  0.08
H -1.251 0.938 1.179  0.06
H -1.627 -1.225 -0.958  0.13
H 0.026 -0.249 -2.392  0.11
H 1.028 1.914 -1.966  0.06
H 0.111 2.065 -0.375  0.05
H 2.634 0.820 1.350  0.06
H 0.808 1.029 1.483  0.05
H -0.116 -1.772 1.222  0.12
H 2.364 -1.338 0.294  0.10
H 0.331 -2.288 -0.404  0.11

Energy relative to the best compared isomer or geometry (same formula, charge and spin) = 36.01 kcal/mol
Highest occupied orbital energy = -8.995 eV
Multiplicity = 1
HOMO-LUMO gap = 10.14 eV
E = -7451.8696 eV

***

A structure of composition C25H28N7O2Ti in a non-equilibrium geometry. Source: OMol25; level of theory: ωB97M-V/def2-TZVPD.

Last column: Mulliken spin population.
Geometry (Å):
Ti 5.492 -9.800 12.197  0.91
O 6.827 -14.437 7.347  0.01
C 7.038 -14.713 8.523  0.00
O 7.603 -15.620 9.194  0.00
C 6.515 -13.587 9.398  0.01
C 5.631 -12.623 8.926  0.00
C 5.320 -11.499 9.705  0.01
N 5.886 -11.361 10.905  -0.02
C 6.858 -12.233 11.381  0.05
C 7.126 -13.337 10.622  0.00
C 7.418 -11.872 12.729  -0.02
C 8.738 -12.323 13.021  0.00
C 9.346 -11.892 14.183  0.00
C 8.541 -11.166 15.115  0.00
C 7.311 -10.626 14.724  0.00
N 6.783 -10.981 13.485  0.01
C 4.287 -10.455 9.496  0.02
C 3.382 -10.501 8.473  0.00
C 2.610 -9.457 8.089  0.00
C 2.863 -8.269 8.786  0.00
C 3.812 -8.199 9.782  0.01
N 4.483 -9.263 10.156  0.00
H 5.348 -12.736 7.895  0.00
H 7.793 -14.120 10.877  0.00
H 9.250 -13.015 12.304  0.00
H 10.342 -12.172 14.518  0.00
H 8.925 -10.884 16.129  0.00
H 6.665 -9.931 15.295  0.00
H 3.402 -11.427 7.906  0.00
H 1.872 -9.552 7.311  0.00
H 2.308 -7.439 8.454  0.00
H 4.053 -7.291 10.283  0.00
N 3.666 -10.862 12.791  -0.01
C 3.332 -10.767 14.248  0.00
C 2.241 -9.708 14.413  0.00
C 2.637 -8.385 13.873  0.00
C 3.872 -7.751 14.466  0.01
N 4.955 -7.840 13.473  0.01
H 2.952 -10.344 12.201  0.00
H 3.676 -11.805 12.411  0.01
H 4.223 -10.433 14.850  -0.01
H 2.984 -11.721 14.674  0.00
H 2.035 -9.590 15.445  0.00
H 1.289 -10.037 13.993  0.00
H 1.807 -7.841 14.179  0.00
H 2.628 -8.283 12.752  0.00
H 4.233 -8.333 15.293  0.00
H 3.712 -6.728 14.717  0.00
H 5.881 -7.529 13.894  0.00
H 4.879 -7.128 12.707  0.01
N 7.469 -9.091 9.547  0.00
C 7.981 -8.519 10.613  0.01
C 9.202 -7.826 10.530  0.00
C 9.725 -7.238 11.686  0.00
C 9.065 -7.349 12.901  0.00
C 7.882 -8.031 12.908  0.00
N 7.320 -8.599 11.845  -0.03
H 7.989 -9.214 8.687  0.00
H 6.525 -9.408 9.572  0.00
H 9.739 -7.901 9.597  0.00
H 10.695 -6.743 11.689  0.00
H 9.494 -6.992 13.781  0.00
H 7.442 -8.303 13.850  0.00

Energy relative to the best compared isomer or geometry (same formula, charge and spin) = 6.52 kcal/mol
Highest occupied orbital energy (spin up / spin down) = -12.624 / -12.604 eV
Total charge = +2
Multiplicity = 2
HOMO-LUMO gap (spin up / spin down) = 5.11 / 5.38 eV
E = -64007.4062 eV

***

A cluster of 2 separate species, C4H11NO in total in a non-equilibrium geometry. Source: OMol25; level of theory: ωB97M-V/def2-TZVPD.

Last column: Löwdin charge in e.
Geometry (Å):
C -2.073 -0.393 -0.868  -0.04
C -1.151 -1.481 -1.018  -0.55
O -0.401 -1.778 -0.092  0.03
N -1.137 -1.951 -2.427  0.10
H -2.522 -0.416 0.107  0.09
H -2.649 -0.285 -1.760  0.06
H -0.661 -2.698 -2.913  0.08
H -1.607 -1.305 -3.091  0.08
H -1.391 0.558 -0.688  0.14
C 2.283 1.268 1.087  -0.18
C 1.213 1.063 2.108  -0.19
H 1.886 1.728 0.092  0.10
H 2.766 0.418 0.813  0.02
H 2.803 2.109 1.543  0.06
H 1.292 0.141 2.635  0.05
H 0.212 1.109 1.621  0.06
H 1.136 1.913 2.852  0.08

Energy relative to the best compared isomer or geometry (same formula, charge and spin) = 37.57 kcal/mol
Highest occupied orbital energy = -10.043 eV
Multiplicity = 1
HOMO-LUMO gap = 10.84 eV
E = -7862.9243 eV